(1)
A structure of composition C39H46AsN6O13OsPS in a non-equilibrium geometry, computed with ωB97M-V/def2-TZVPD.

Summary:
DFT total energy = -5886.0946 a.u.
HOMO (alpha / beta) = -0.276 / -0.318 Ha
2S+1 = 5
relative energy (zero: lowest compared OMol25 entry of this formula, charge and spin) = 6.9 kcal per mole
frontier orbital gap (alpha / beta) = 0.249 / 0.218 Eh

Element x y z (Å)
C  2.8919  0.3296  2.7440
N  -0.3024  0.8427  -2.6943
O  -1.2638  0.6036  -3.4568
C  3.3076  -0.2908  -1.4672
O  1.5724  1.4715  -0.5973
As  -1.5930  0.4085  2.9493
C  -0.8408  -3.1752  0.1659
H  -5.1040  -5.2280  0.0987
O  0.7197  6.4411  -4.2536
C  -0.1003  3.3606  1.3475
H  4.6115  -1.6337  1.1189
C  -2.2824  -4.5831  1.4399
H  -4.6683  2.4401  -1.9579
O  -1.9323  -0.8779  3.8706
C  -1.5192  -3.5013  -1.0124
H  -2.6030  0.8786  -1.4574
C  -1.1333  -2.9459  -2.3520
H  3.6916  1.8436  -1.8304
H  -0.6271  3.5830  2.2765
H  2.6561  1.0610  -3.0300
C  -3.5417  2.4859  2.8207
C  1.2907  2.3151  -1.5200
C  -2.0460  3.7647  -0.2873
H  -1.5973  -3.5331  -3.1432
C  -3.9121  3.2202  -2.0525
H  -1.4618  -1.9153  -2.4742
H  5.6355  -5.0799  1.0402
C  -2.5858  -4.3830  -0.9158
C  -2.9981  -4.9134  0.2998
C  0.3320  2.0824  -2.5753
O  0.2231  -0.1448  -1.9514
C  -1.0796  2.9497  0.3079
N  -1.1994  1.7045  -0.1706
C  1.9183  3.5891  -1.5854
C  4.0110  -3.6815  1.1615
H  4.4810  1.9043  0.0722
H  0.9130  -4.8268  0.3420
H  -3.5753  3.2390  -3.0904
H  -1.0636  -3.6655  3.5316
C  -3.1520  1.3018  2.2000
P  2.2280  -0.1218  0.0398
H  1.9083  -0.0867  2.9511
C  -4.2122  -5.7942  0.3729
H  2.0917  5.5275  -2.4871
H  3.6203  -1.5491  -3.1702
C  4.4084  1.3840  1.0242
H  -2.9154  2.9156  3.5885
H  -2.5940  -4.9790  2.3993
O  3.8607  4.6896  -1.0743
N  3.0096  3.9199  -0.6634
C  -0.4508  -3.4087  2.6713
H  -0.5013  1.3621  4.6774
H  -5.8000  0.9238  0.1144
H  0.6236  2.5803  1.5499
H  5.1079  0.5454  1.0241
O  -1.0106  1.7439  3.9515
C  -5.5510  2.5514  1.5002
C  2.9576  -4.5750  0.9022
H  -5.0128  4.0320  2.9547
N  0.2522  -2.2333  0.1388
H  1.9221  -1.4206  -2.7060
H  -0.2250  -2.3495  2.7590
C  5.3489  -4.1906  1.6017
H  -6.4811  3.0330  1.2284
H  -4.1307  -6.6385  -0.3138
H  3.1357  -5.6400  0.9882
C  2.5441  -1.8332  0.6108
C  -4.7293  3.1093  2.4657
H  -4.3627  4.1814  -1.8161
H  5.3176  -4.4699  2.6577
H  0.4320  4.2550  1.0274
H  -3.1244  -4.6408  -1.8212
C  0.5794  4.3132  -3.4009
N  -2.2282  1.7354  -1.0502
O  -0.7252  5.0989  -5.1191
O  -0.1576  0.1622  1.9871
H  3.0288  -2.4543  -1.7842
C  1.7148  -4.1302  0.5420
H  -0.7905  2.8659  -4.2098
C  1.4681  -2.7334  0.4354
O  -3.8233  -0.5018  -1.0609
H  4.7365  2.0803  1.7976
O  -2.0950  -0.7857  0.6287
H  6.1238  -3.4356  1.4789
O  -4.2733  -1.8312  0.9491
C  -2.7675  2.9514  -1.1408
C  -3.9848  0.7522  1.2237
H  2.3524  1.8360  1.3095
H  -2.1975  4.8148  -0.1046
H  4.2617  -0.5097  -0.9713
C  2.9789  0.9451  1.3468
C  -1.1913  -3.7265  1.4031
N  0.1621  5.3632  -4.3295
H  3.0877  1.1207  3.4707
H  0.4854  -3.9704  2.7408
C  3.7812  -2.3166  0.9845
C  2.9361  -1.5111  -2.3208
C  3.5123  0.9184  -2.3715
Os  -0.1409  -0.1586  0.0271
H  -0.0523  -2.9583  -2.5041
C  -0.0367  3.0729  -3.4667
C  1.5844  4.5756  -2.4978
S  -3.5764  -0.7413  0.3463
H  3.6424  -0.4460  2.8949
O  3.0177  3.4318  0.4518
H  4.3811  0.7205  -3.0034
H  -4.3577  -6.1831  1.3795
C  -5.1772  1.3705  0.8793

Atoms 1-2, force components in eV/Å:
0.165 0.020 0.007
0.170 0.188 -0.141

Mulliken population analysis, charges in e, atoms 1 to 2: C -1.5462; N 0.4563

=====

(2)
The molecule C10H11P in a non-equilibrium geometry, computed with ωB97M-V/def2-TZVPD.

Summary:
DFT total energy = -728.9389 a.u.
HOMO = -0.316 Ha
relative energy (zero: lowest compared OMol25 entry of this formula, charge and spin) = 23.2 kcal per mole
frontier orbital gap = 0.349 Eh
SMILES = C[C@]1(P)C=Cc2ccccc21

Element x y z (Å)
P  -1.2933  -1.4643  1.3656
H  -2.5916  -1.3068  1.8812
C  1.0664  0.7859  0.3499
H  4.0025  -0.1089  -0.8365
H  3.1207  1.4633  0.6157
C  -1.2250  0.0377  0.2564
H  -1.9537  0.8704  -1.4119
H  0.6784  2.2843  2.0561
C  2.1252  -1.1234  -1.4011
H  -3.0505  -0.4975  -0.9971
C  -0.9977  1.1450  1.2506
C  0.2005  -0.0910  -0.3667
C  0.2367  1.5602  1.3025
C  2.9480  -0.1286  -0.7825
C  -2.4842  0.3620  -0.5949
H  -1.8667  1.4664  1.7783
C  2.3837  0.8156  0.1001
H  -1.7246  -2.2027  0.1675
H  0.2406  -1.8648  -1.5755
C  0.7892  -1.1175  -1.1249
H  -3.0818  0.9306  0.0402
H  2.4772  -1.8158  -2.0729

Atoms 1-2, force components in eV/Å:
-0.022 -0.866 -1.400
-0.392 0.101 -0.078

natural (NBO) population analysis, charges in e, atoms 1 to 2: P 0.3525; H -0.0440

=====

(3)
A structure of composition C25H40Cl2CrN6OS, computed with ωB97M-V/def2-TZVPD.

Summary:
DFT total energy = -3742.9628 a.u.
HOMO (alpha / beta) = -0.499 / -0.506 Ha
2S+1 = 5
relative energy (zero: lowest compared OMol25 entry of this formula, charge and spin) = 0.0 kcal per mole
frontier orbital gap (alpha / beta) = 0.277 / 0.195 Eh
total charge = +2

Element x y z (Å)
H  -2.1404  -2.2074  -5.0814
C  -2.2899  -2.1488  -4.0024
C  -0.4499  1.3137  -1.2759
C  3.1768  -0.1854  -0.3740
H  -3.0849  1.3054  -1.3115
H  1.4252  2.5219  3.1311
H  1.0032  -3.3064  2.8967
H  -2.5500  1.7231  -4.8837
H  0.8031  -2.7045  4.5514
S  2.3224  -1.7520  -0.7174
H  5.4237  -2.2110  1.1712
H  3.8749  -3.5797  -0.5656
H  2.1570  -0.1350  4.9440
O  1.1384  -1.8305  0.2457
H  2.8079  1.4295  3.0166
H  -1.8908  0.1038  -5.1559
N  -1.2223  -1.3732  -3.3608
H  1.9306  -1.9019  3.4359
N  -0.4932  0.0904  1.4375
H  -4.1893  1.4936  -2.6704
Cr  -0.9870  -1.3516  0.0543
C  -3.1440  1.5359  -2.3668
C  0.1075  -1.9747  -3.4126
H  -3.5530  -1.2925  -0.6207
Cl  -1.5095  -3.3716  -0.6574
H  3.6386  -0.5451  1.7041
C  -0.7642  1.4222  1.2389
H  0.2318  -2.7610  -2.6707
H  2.3974  0.5404  -0.1537
C  -0.0551  4.1058  -1.2433
C  0.1243  -0.3059  2.5728
C  -1.2502  3.5985  2.2262
H  3.6835  0.1057  -1.2984
H  0.8655  -1.2100  -3.2798
C  -0.8493  4.2124  1.0444
H  0.2152  1.4629  -3.3152
H  -2.2710  -3.1560  -3.5882
H  -1.5893  4.1892  3.0682
C  1.7651  1.5664  2.7305
H  -0.8324  5.2952  0.9660
H  3.1443  -3.1262  0.9910
C  4.1668  -0.4660  0.7489
H  0.6531  3.8709  -3.2607
H  0.0423  5.1861  -1.2331
C  -3.0750  -1.1612  0.3487
Cl  -3.6654  0.3835  1.0380
H  0.4094  -0.3829  5.1240
C  -2.6297  0.6717  -4.6012
H  0.2330  -2.4140  -4.4015
C  1.1712  0.2730  4.7185
H  -1.5963  -2.8066  3.7449
C  0.9717  -2.4085  3.5152
H  -2.1942  -1.4465  2.8018
H  -1.4502  -2.8665  2.0019
C  -0.5710  2.0197  -0.0450
N  -0.1022  -1.5489  3.0225
C  -1.4797  -0.2750  -2.6541
N  -0.8403  -0.0085  -1.4580
H  -3.4286  -1.9470  1.0085
H  -2.7762  2.5509  -2.5420
N  -2.3904  0.5684  -3.1594
C  -0.4887  3.4477  -0.0858
H  5.4112  -1.6914  -0.5103
C  0.0407  2.0157  -2.3998
H  -3.6278  0.3231  -4.8664
C  -1.1711  2.2320  2.3328
H  1.7006  1.6041  1.6494
H  1.0878  1.2458  5.2050
H  -3.2621  -1.7108  -3.7948
C  3.6203  -2.7453  0.0863
C  0.2638  3.3760  -2.3789
N  0.9801  0.4620  3.2756
C  4.7916  -1.8098  0.3806
C  -1.4093  -2.1946  2.8642
H  4.9122  0.3245  0.8361
H  -1.4182  1.7427  3.2678

Atoms 1-2, force components in eV/Å:
0.001 0.030 0.027
0.069 -0.018 -0.056

Mulliken population analysis, charges in e, atoms 1 to 2: H 0.3959; C -1.2109